Entry from OMol25: a structure of composition C6H12BrHgN2 at a distorted geometry (ωB97M-V/def2-TZVPD).

Values from the calculation:
LUMO energy (spin up / spin down): 2.726 / 2.717 eV
energy relative to the best compared isomer or geometry (same formula, charge and spin): 0.0 kcal/mol
HOMO (spin up / spin down): 0.20 / 0.19 eV
charge: -1

Positions of all 22 atoms, in Å:
1 C -0.994 -0.276 -4.661
2 Hg -1.649 -0.426 -2.567
3 N -3.297 1.511 -1.755
4 H 0.938 -0.392 0.147
5 H -1.632 -1.076 -0.925
6 H -0.442 -0.959 -4.027
7 H -0.413 0.560 -4.996
8 H -1.645 -0.770 -5.351
9 H -2.584 2.130 -1.358
10 H -3.704 0.886 -1.047
11 H -4.006 2.025 -2.272
12 Br 3.014 2.395 3.614
13 C 2.226 0.816 2.873
14 C 2.119 -0.304 3.706
15 C 1.544 -1.482 3.202
16 C 1.111 -1.521 1.895
17 N 1.245 -0.422 1.112
18 C 1.778 0.746 1.565
19 H 2.465 -0.306 4.739
20 H 1.413 -2.393 3.788
21 H 0.650 -2.355 1.387
22 H 1.859 1.614 0.931

Cartesian forces (eV/Å) of the 2 atoms listed first:
C -0.7 0.0 1.9
Hg -0.4 0.0 1.3